The following is a quantum chemistry calculation of C55H68CaGeSb2Si4Te as an isolated structure, from the Open Molecules 2025 dataset.

The geometry in ORCA input format:
```
! wB97M-V def2-TZVPD RIJCOSX def2/J DEFGRID3
* xyz -2 1
Ca -1.25 0.29 0.02
C 0.60 3.22 1.96
C 1.81 2.75 2.80
C 1.55 1.46 3.57
Sb 1.40 -0.38 2.42
C 1.37 -1.26 4.88
C 0.30 -1.93 5.51
C 0.28 -2.21 6.88
C 1.35 -1.84 7.69
C 2.43 -1.20 7.11
C 2.43 -0.93 5.74
C -0.72 -0.85 2.67
C -1.66 -0.05 3.36
C -2.93 -0.52 3.64
C -3.32 -1.79 3.24
C -2.44 -2.58 2.52
C -1.16 -2.11 2.23
Sb 1.10 2.98 -0.13
C 0.91 5.51 -0.12
C 1.93 6.08 0.67
C 1.95 7.41 1.06
C 0.92 8.27 0.66
C -0.10 7.76 -0.13
C -0.09 6.41 -0.51
C -0.92 3.05 -0.96
C -1.19 2.62 -2.28
C -2.45 2.82 -2.86
C -3.46 3.45 -2.14
C -3.23 3.85 -0.83
C -1.98 3.64 -0.25
H 0.30 4.25 2.18
H -0.25 2.56 2.14
H 2.08 3.55 3.50
H 2.70 2.60 2.18
H 0.65 1.55 4.19
H 2.37 1.25 4.26
H -0.56 -2.25 4.93
H -0.58 -2.72 7.32
H 1.33 -2.04 8.76
H 3.29 -0.91 7.72
H 3.32 -0.45 5.33
H -1.36 0.93 3.72
H -3.63 0.11 4.19
H -4.31 -2.16 3.48
H -2.73 -3.57 2.20
H -0.46 -2.76 1.71
H 2.75 5.44 1.00
H 2.76 7.80 1.67
H 0.91 9.30 0.97
H -0.91 8.41 -0.46
H -0.92 6.06 -1.13
H -0.41 2.16 -2.87
H -2.63 2.50 -3.87
H -4.42 3.62 -2.60
H -4.01 4.33 -0.26
H -1.80 4.00 0.76
C 0.98 0.69 0.42
Ge 1.99 -0.18 -0.90
C 2.19 -2.16 -0.70
C 1.27 -3.10 -1.19
C 1.44 -4.47 -1.01
C 2.54 -4.94 -0.31
C 3.46 -4.04 0.21
C 3.28 -2.67 0.01
C 3.92 0.30 -1.03
C 4.75 -0.32 -1.97
C 6.10 -0.02 -2.05
C 6.66 0.92 -1.19
C 5.86 1.54 -0.24
C 4.50 1.23 -0.17
C 1.44 0.18 -2.79
C 2.05 1.24 -3.48
C 1.64 1.59 -4.76
C 0.61 0.90 -5.39
C -0.01 -0.14 -4.73
C 0.40 -0.49 -3.44
H 0.39 -2.77 -1.72
H 0.71 -5.17 -1.41
H 2.68 -6.01 -0.16
H 4.31 -4.40 0.78
H 4.01 -1.99 0.44
H 4.33 -1.05 -2.65
H 6.73 -0.51 -2.79
H 7.72 1.16 -1.25
H 6.28 2.27 0.44
H 3.88 1.72 0.57
H 2.84 1.80 -3.00
H 2.12 2.42 -5.26
H 0.29 1.19 -6.39
H -0.82 -0.68 -5.20
H -0.13 -1.30 -2.95
C -8.68 -0.08 -2.91
Si -6.84 -0.47 -2.65
C -6.52 -2.20 -3.30
C -5.88 0.73 -3.71
Si -6.20 -0.28 -0.38
Te -3.78 0.00 -0.20
Si -7.23 1.64 0.54
C -9.05 1.31 0.96
C -6.35 2.16 2.10
C -7.17 3.06 -0.68
Si -7.07 -2.20 0.71
C -7.38 -1.95 2.56
C -5.94 -3.66 0.46
C -8.77 -2.64 -0.01
H -8.95 -0.20 -3.96
H -8.90 0.95 -2.61
H -9.32 -0.74 -2.32
H -6.75 -2.26 -4.36
H -7.13 -2.95 -2.78
H -5.47 -2.47 -3.16
H -6.12 0.57 -4.77
H -4.80 0.62 -3.56
H -6.14 1.76 -3.45
H -9.14 0.48 1.67
H -9.62 1.05 0.07
H -9.52 2.19 1.42
H -6.38 1.37 2.86
H -6.83 3.05 2.52
H -5.30 2.37 1.90
H -7.84 2.88 -1.53
H -6.16 3.18 -1.08
H -7.47 4.00 -0.20
H -6.80 -2.67 3.15
H -8.44 -2.11 2.79
H -7.11 -0.95 2.91
H -4.96 -3.46 0.89
H -5.79 -3.87 -0.60
H -6.37 -4.55 0.93
H -9.47 -1.82 0.13
H -9.17 -3.52 0.50
H -8.72 -2.86 -1.09
*
```

The value obtained for the frontier orbital gap is 4.25 eV. The molar mass is 1325.30 g mol⁻¹. The value obtained for the energy is -184972.224 eV. As for the energy above the lowest of the compared OMol25 structures with the same formula, charge and spin: 0.0 kJ/mol.

---

The following is a quantum chemistry calculation of a 2-piece molecular cluster, C55H69FN3 overall, from the Open Molecules 2025 dataset.

The geometry in ORCA input format:
```
! wB97M-V def2-TZVPD RIJCOSX def2/J DEFGRID3
* xyz 1 1
C 3.92 -3.52 0.95
C 2.93 -4.70 0.95
C 3.30 -5.74 -0.11
C 1.51 -4.17 0.78
C 0.96 -4.02 -0.50
C -0.21 -3.30 -0.69
C -0.75 -2.94 -2.08
C -0.21 -3.81 -3.21
C -0.76 -1.45 -2.41
C -0.95 -2.92 0.46
C -2.26 -2.32 0.31
N -3.34 -3.05 -0.17
C -3.36 -4.31 -0.88
C -3.70 -4.32 -2.24
C -4.27 -3.09 -2.96
C -5.77 -3.09 -2.71
C -3.91 -3.04 -4.45
C -3.56 -5.53 -2.94
C -3.14 -6.67 -2.27
C -2.81 -6.65 -0.93
C -2.99 -5.48 -0.18
C -2.93 -5.49 1.35
C -2.11 -6.67 1.87
C -4.34 -5.47 1.95
N -4.46 -2.32 -0.13
N -4.10 -1.15 0.47
C -5.15 -0.17 0.46
C -5.29 0.64 -0.67
C -4.44 0.41 -1.93
C -3.34 1.45 -2.00
C -5.26 0.38 -3.21
C -6.23 1.67 -0.63
C -7.12 1.74 0.43
C -7.17 0.70 1.36
C -6.18 -0.27 1.41
C -6.32 -1.46 2.39
C -5.08 -1.85 3.18
C -6.90 -2.70 1.70
C -2.70 -1.04 0.61
C -1.95 0.07 1.03
C -0.45 -3.15 1.78
C -1.29 -2.82 3.03
C -0.87 -1.52 3.70
C -1.33 -3.93 4.08
C 0.81 -3.74 1.90
H 3.62 -2.77 1.69
H 4.93 -3.85 1.20
H 3.95 -3.03 -0.03
H 2.98 -5.17 1.94
H 2.54 -6.52 -0.16
H 3.40 -5.29 -1.10
H 4.26 -6.22 0.14
H 1.47 -4.44 -1.37
H -1.81 -3.20 -2.01
H -0.43 -4.87 -3.00
H -0.71 -3.54 -4.15
H 0.87 -3.68 -3.34
H -1.36 -0.89 -1.68
H 0.25 -1.03 -2.44
H -1.24 -1.31 -3.40
H -3.85 -2.20 -2.48
H -5.93 -2.98 -1.63
H -6.28 -2.26 -3.22
H -6.20 -4.05 -3.05
H -2.84 -3.25 -4.61
H -4.51 -3.76 -5.03
H -4.11 -2.04 -4.86
H -3.80 -5.56 -4.01
H -3.09 -7.61 -2.82
H -2.45 -7.55 -0.43
H -2.43 -4.56 1.66
H -1.10 -6.65 1.44
H -2.02 -6.66 2.97
H -2.62 -7.61 1.59
H -4.92 -4.62 1.57
H -4.86 -6.39 1.67
H -4.30 -5.40 3.05
H -3.99 -0.59 -1.81
H -2.63 1.32 -1.17
H -2.79 1.38 -2.95
H -3.79 2.45 -1.93
H -6.12 -0.30 -3.12
H -5.63 1.38 -3.46
H -4.64 0.03 -4.05
H -6.26 2.38 -1.45
H -7.79 2.59 0.52
H -7.99 0.64 2.08
H -7.08 -1.11 3.11
H -4.54 -0.98 3.58
H -5.38 -2.49 4.02
H -4.40 -2.44 2.56
H -7.85 -2.49 1.20
H -6.19 -3.07 0.95
H -7.06 -3.49 2.44
H -2.49 0.95 1.35
H -0.87 0.02 0.91
H -2.32 -2.65 2.69
H -1.06 -0.66 3.06
H -1.41 -1.37 4.65
H 0.20 -1.54 3.93
H -1.69 -4.87 3.66
H -0.33 -4.09 4.50
H -2.01 -3.64 4.89
H 1.23 -3.89 2.90
F 4.37 7.38 2.36
C 3.57 6.27 2.44
C 2.78 5.92 1.34
C 1.96 4.79 1.44
C 1.89 4.00 2.63
C 0.99 2.88 2.78
C 0.80 2.29 4.07
C 0.87 0.88 4.24
C 0.93 0.33 5.53
C 0.89 1.14 6.67
C 0.79 2.54 6.51
C 0.69 3.10 5.25
C 2.79 4.39 3.68
C 3.57 5.55 3.62
H 2.80 6.53 0.45
H 1.34 4.52 0.59
H 0.52 2.45 1.90
H 0.96 0.27 3.35
H 0.98 -0.75 5.66
H 0.86 0.70 7.67
H 0.76 3.17 7.40
H 0.57 4.18 5.14
H 2.88 3.80 4.59
H 4.16 5.87 4.48
*
```

The value obtained for the frontier orbital gap is 2.25 eV. The molar mass is 791.18 g mol⁻¹. The value obtained for the energy is -65333.888 eV. As for the energy above the lowest of the compared OMol25 structures with the same formula, charge and spin: 279.6 kJ/mol.

---

The following is a quantum chemistry calculation of a 8-piece molecular cluster, C55H70B3F23N4O22S3 overall, from the Open Molecules 2025 dataset.

The geometry in ORCA input format:
```
! wB97M-V def2-TZVPD RIJCOSX def2/J DEFGRID3
* xyz 0 1
C 8.53 0.22 -0.79
C 6.99 0.66 -0.96
B 6.12 -0.68 -0.75
O 6.62 -1.63 0.18
C 4.75 -1.03 -1.54
C 4.79 -2.13 -2.54
N 6.04 -2.84 -2.79
C 6.91 -2.07 -3.72
O 6.50 -1.31 -4.51
F 8.26 -2.33 -3.54
C 5.83 -4.11 -3.46
O 5.63 -5.14 -2.93
F 5.84 -4.07 -4.86
C 3.52 -2.42 -3.25
C 2.27 -1.69 -2.95
B 0.97 -2.15 -3.81
O 0.14 -1.27 -4.53
O 0.68 -3.53 -3.84
C 0.72 -4.08 -2.49
C 2.22 -0.59 -1.94
C 3.50 -0.29 -1.26
S 3.47 1.10 -0.06
C 1.76 0.96 0.60
C 1.53 1.34 2.00
B 2.64 1.92 3.01
N 2.63 3.34 3.52
O 3.66 1.08 3.49
C 0.15 1.21 2.53
C -0.92 0.71 1.63
C -0.65 0.32 0.23
C -1.79 -0.24 -0.68
C -3.25 0.00 -0.13
C -3.76 -1.02 0.95
S -3.49 -2.79 0.54
C -4.62 -3.34 -0.78
S -6.17 -2.79 -0.95
N -4.12 -4.29 -1.76
C -3.69 -5.57 -1.13
C -2.70 -6.43 -2.01
C -3.02 -3.59 -2.49
C -3.03 -3.84 -4.06
C 0.73 0.46 -0.33
N 0.96 0.11 -1.73
C 1.15 1.45 -2.43
C 0.23 1.62 -3.69
O -0.94 1.40 -3.73
O 0.85 2.09 -4.88
H 9.25 1.01 -1.12
H 8.69 -0.04 0.30
H 8.65 -0.75 -1.34
H 6.82 1.09 -1.98
H 6.76 1.39 -0.12
H 5.89 -2.21 0.47
H 3.49 -3.23 -4.03
H 0.69 -0.77 -5.15
H 0.14 -3.39 -1.82
H 1.76 -4.25 -2.10
H 0.16 -5.05 -2.53
H 2.86 3.99 2.76
H 1.71 3.56 3.92
H 4.48 1.57 3.65
H -0.07 1.49 3.59
H -1.93 0.65 2.09
H -1.74 0.27 -1.69
H -1.55 -1.32 -0.89
H -3.34 1.07 0.21
H -3.94 -0.11 -1.02
H -3.36 -0.86 1.98
H -4.88 -0.88 1.03
H -4.62 -6.20 -0.98
H -3.23 -5.46 -0.11
H -1.66 -6.01 -1.87
H -2.65 -7.49 -1.66
H -2.97 -6.42 -3.09
H -2.02 -3.77 -2.01
H -3.23 -2.48 -2.37
H -2.75 -2.93 -4.65
H -3.97 -4.34 -4.42
H -2.20 -4.59 -4.25
H 2.22 1.57 -2.77
H 0.95 2.30 -1.72
H 1.14 3.01 -4.69
C -9.70 2.23 -4.59
C -9.15 0.82 -4.46
O -7.79 0.85 -3.98
C -7.64 1.04 -2.67
O -8.54 1.19 -1.89
C -6.16 1.00 -2.30
F -5.40 1.74 -3.12
F -5.67 -0.26 -2.35
F -5.93 1.45 -1.06
H -9.06 2.84 -5.22
H -10.71 2.21 -5.02
H -9.76 2.72 -3.62
H -9.13 0.35 -5.44
H -9.77 0.20 -3.82
C -3.89 6.37 -0.12
C -3.27 5.00 0.08
O -1.93 5.11 0.59
C -1.81 5.36 1.90
O -2.74 5.49 2.66
C -0.34 5.40 2.31
F 0.41 6.15 1.47
F 0.20 4.16 2.30
F -0.15 5.90 3.54
H -3.25 6.99 -0.76
H -4.87 6.28 -0.57
H -3.99 6.90 0.83
H -3.20 4.49 -0.88
H -3.88 4.37 0.74
C -10.21 0.08 3.31
C -9.81 -0.91 4.38
O -8.59 -1.58 4.02
C -7.46 -0.88 4.22
O -7.41 0.23 4.67
C -6.24 -1.73 3.84
F -6.39 -2.33 2.65
F -6.01 -2.71 4.74
F -5.12 -1.00 3.77
H -10.28 -0.41 2.33
H -11.18 0.53 3.55
H -9.48 0.88 3.21
H -10.57 -1.68 4.47
H -9.71 -0.43 5.35
C 11.67 -3.39 2.52
C 10.68 -2.69 3.43
O 11.33 -1.66 4.20
C 11.57 -0.51 3.55
O 11.28 -0.30 2.41
C 12.21 0.50 4.50
F 13.23 -0.03 5.21
F 11.33 0.98 5.40
F 12.72 1.56 3.85
H 12.51 -3.78 3.10
H 11.19 -4.22 1.99
H 12.08 -2.71 1.78
H 10.27 -3.41 4.14
H 9.84 -2.28 2.86
C 11.02 4.04 5.31
C 10.01 4.73 6.21
O 10.64 5.76 6.99
C 10.88 6.92 6.36
O 10.60 7.14 5.22
C 11.50 7.93 7.32
F 12.51 7.39 8.03
F 10.60 8.39 8.21
F 12.00 8.99 6.69
H 11.86 3.66 5.89
H 10.55 3.22 4.77
H 11.43 4.74 4.57
H 9.60 4.01 6.91
H 9.17 5.14 5.64
C -2.95 6.66 -6.78
C -3.63 7.70 -5.91
O -4.68 7.11 -5.13
C -4.30 6.44 -4.04
O -3.16 6.31 -3.69
C -5.52 5.92 -3.28
F -6.40 5.32 -4.09
F -6.18 6.91 -2.66
F -5.18 5.02 -2.34
H -3.69 6.14 -7.40
H -2.20 7.12 -7.43
H -2.46 5.89 -6.17
H -4.09 8.46 -6.54
H -2.91 8.21 -5.27
C -6.85 -9.14 3.33
C -6.43 -8.23 2.19
O -5.32 -8.79 1.46
C -5.63 -9.76 0.59
O -6.73 -10.17 0.38
C -4.37 -10.22 -0.14
F -3.34 -10.45 0.70
F -3.94 -9.30 -1.03
F -4.56 -11.36 -0.82
H -5.99 -9.36 3.98
H -7.64 -8.68 3.92
H -7.21 -10.10 2.96
H -6.09 -7.28 2.59
H -7.26 -8.02 1.52
*
```

The value obtained for the frontier orbital gap is 8.16 eV. The molar mass is 1704.76 g mol⁻¹. The value obtained for the energy is -206216.198 eV. As for the energy above the lowest of the compared OMol25 structures with the same formula, charge and spin: 268.1 kJ/mol. The SMILES is CCB(O)c1c(N(C(=O)F)C(=O)F)cc(B(O)OC)c2c1Sc1c(B(N)O)ccc(CCCSC(=S)N(CC)CC)c1N2CC(=O)O.CCOC(=O)C(F)(F)F.CCOC(=O)C(F)(F)F.CCOC(=O)C(F)(F)F.CCOC(=O)C(F)(F)F.CCOC(=O)C(F)(F)F.CCOC(=O)C(F)(F)F.CCOC(=O)C(F)(F)F.